Entry from OMol25: a cluster of 4 separate species, C10H19O11S in total in a non-equilibrium geometry (ωB97M-V/def2-TZVPD).

Geometry as XYZ:
```
41
Properties=species:S:1:pos:R:3:forces:R:3:lowdin_charge:R:1
C -8.141 0.503 2.240 1.1 0.0 0.5 -0.5683
H 5.531 0.317 -5.958 0.2 -0.1 0.1 0.0983
O 1.532 -1.657 -0.997 0.8 0.3 0.7 -0.0030
H 2.652 -2.560 -2.502 0.0 -0.1 0.2 0.0954
C 6.608 0.422 -5.790 -0.1 -0.1 -0.4 -0.0566
O 6.760 0.456 -2.287 -0.1 -0.2 -1.3 -0.0096
H 7.130 -0.513 -6.020 -0.2 0.1 0.1 0.0967
C 1.789 -2.763 -1.860 0.1 -0.4 -0.3 -0.0515
H 6.670 0.133 -0.267 0.1 0.1 -0.4 0.0958
O -8.062 -0.712 2.342 -0.4 1.5 -0.3 0.0946
O -9.182 1.192 1.707 0.3 -0.3 0.1 -0.0202
H 2.744 0.970 2.108 -0.2 -0.2 -0.3 0.0970
H 1.944 -3.678 -1.279 0.1 0.2 -0.1 0.0974
O -3.622 1.304 4.143 7.6 3.3 -1.6 -0.3264
C -6.043 0.812 3.224 0.7 0.0 0.4 -0.0698
H 4.067 0.434 1.056 -0.1 -0.2 0.1 0.0840
S -1.112 1.573 2.533 -0.9 0.9 -0.5 0.5605
O -7.204 1.399 2.639 -2.0 -1.0 -0.9 -0.0107
H 3.359 -0.685 2.279 0.1 0.1 -0.2 0.1008
C 2.547 -1.367 -0.144 0.0 0.1 0.2 -0.5553
H -11.028 1.026 0.835 0.3 0.1 0.1 0.0868
O 2.172 -0.304 0.611 0.3 -1.0 -0.8 -0.0057
H 6.986 1.200 -6.459 0.0 0.0 0.4 0.0919
H -6.306 0.253 4.128 0.0 0.0 -0.2 0.0996
H 5.287 -0.507 -1.175 0.3 -0.2 -0.1 0.0771
H -5.532 0.166 2.503 -0.2 0.1 0.2 0.1004
C 6.450 -0.052 -3.506 -0.3 -0.4 0.2 -0.5590
H -9.908 -0.292 0.440 0.0 0.0 0.3 0.0939
H 0.912 -2.904 -2.498 0.0 0.3 0.3 0.0935
O 3.612 -1.960 -0.069 -1.3 0.7 -0.1 0.0907
O -1.985 3.117 4.644 -1.6 -5.5 -4.0 -0.2313
C -2.346 2.044 3.912 -4.3 2.7 4.8 -0.7429
H -1.153 2.727 1.690 -0.2 -1.3 1.5 -0.1355
H 6.886 -1.337 -1.236 -0.3 0.1 -0.1 0.1030
O 6.871 0.828 -4.449 -0.2 -0.5 0.7 -0.0129
H -10.683 -0.206 2.064 0.2 -0.1 -0.2 0.0936
C -10.251 0.371 1.240 -0.2 -0.1 -0.1 -0.0679
H -5.362 1.620 3.506 -0.4 -0.2 -0.2 0.0581
O 5.889 -1.116 -3.718 0.8 1.5 0.2 0.1069
C 6.373 -0.370 -1.191 -0.3 -0.3 0.5 -0.0448
C 3.150 0.115 1.561 0.3 0.2 0.4 -0.0442
```
Positions in Å, forces in eV/Å.

Computed properties:
Total charge = -1
F_max = 0.1649 Eh/bohr
HOMO level = -4.68 eV
LUMO = 2.04 eV
DFT total energy = -44035.523 eV